Molecular formula: C8H14NO3P
Method: DFT, wB97M-V/def2-TZVPD

Positions of all 27 atoms, in Å:
C1 2.4942 2.0291 -0.1039
C2 2.2291 -0.9268 0.7401
C3 3.2045 -2.0639 0.6193
C4 -1.5320 1.1395 2.3254
C5 -2.6118 0.2205 0.1857
C6 0.3174 1.0758 -2.6556
C7 2.0367 -0.1552 -0.5489
C8 -1.3129 0.4713 0.9477
N1 2.5699 3.1694 -0.0493
O1 1.5576 -0.7315 1.7238
O2 -0.2068 -1.2629 -1.2550
O3 -0.3567 1.0056 0.1840
P1 0.3456 0.0995 -1.0349
H1 3.9134 -2.1887 1.4265
H2 2.6421 -3.0344 0.6242
H3 3.9578 -1.9401 -0.2829
H4 -2.1198 0.3783 2.7988
H5 -0.5125 1.3872 2.8085
H6 -1.8548 2.1538 2.2769
H7 -2.5654 -0.7652 -0.3477
H8 -2.5389 1.0478 -0.6056
H9 -3.5898 0.2409 0.7040
H10 0.7129 2.0576 -2.5718
H11 0.7006 0.4396 -3.3970
H12 -0.7545 1.1417 -2.9622
H13 2.6133 -0.3888 -1.3690
H14 -1.0850 -0.5922 1.2767

Summary:
DFT total energy   -25438.5610 eV
2S+1   3
Maximum force   6.0 eV Å⁻¹
Relative energy (zero: lowest compared OMol25 entry of this formula, charge and spin)   16.99 kcal per mole
<S²>   2.018
Molar mass   203.178 g/mol